(1)
The molecule C4H8O3 in a non-equilibrium geometry. Source: the OMol25 dataset; level of theory: the ωB97M-V functional and the def2-TZVPD basis.

The geometry in XYZ format:
```
15
Properties=species:S:1:pos:R:3
O -2.38269 -0.18932 -0.47127
C -1.44701 -0.42356 0.53677
C -0.03554 0.04334 -0.01864
C 1.11813 -0.72388 0.56064
O 2.37259 -0.18268 0.23929
C 0.14349 1.40002 -0.54898
O 0.14918 0.27211 -1.43854
H -1.64396 -0.18240 -1.10900
H -1.63986 0.17850 1.42956
H -1.43219 -1.49514 0.80250
H 1.00954 -0.70650 1.64703
H 1.02997 -1.77292 0.22700
H 2.41895 -0.14662 -0.72696
H 1.09680 1.91017 -0.40952
H -0.72472 2.04189 -0.69500
```

As for the HOMO energy: -10.440 eV. The frontier orbital gap comes out at 0.41280 Eh. The value obtained for the relative energy (zero: lowest compared OMol25 entry of this formula, charge and spin) is 67.49 kcal/mol. Its SMILES is OCC1(CO)CO1.

***

(2)
A cluster of 2 separate species, C4H8O3 in total. Source: the OMol25 dataset; level of theory: the ωB97M-V functional and the def2-TZVPD basis.

The geometry in XYZ format:
```
15
Properties=species:S:1:pos:R:3
C -0.34416 1.04103 -2.54609
O 0.11153 -0.14358 -1.89506
C 0.36348 -0.01407 -0.58194
O 0.21903 1.02708 0.01964
C 0.81882 -1.30632 0.03431
C -0.95269 -0.06781 2.53581
O -0.33272 0.09333 3.68394
H 0.40923 1.83045 -2.47903
H -0.51152 0.75600 -3.58513
H -1.27045 1.40015 -2.09041
H 0.97883 -2.07995 -0.71725
H 1.74016 -1.12550 0.59456
H -1.25185 0.97222 2.27865
H 0.05193 -1.60681 0.75675
H -0.02961 -0.77622 3.99126
```

As for the HOMO energy: -8.724 eV. The frontier orbital gap comes out at 0.35119 Eh. The value obtained for the relative energy (zero: lowest compared OMol25 entry of this formula, charge and spin) is 86.24 kcal/mol.

***

(3)
A structure of composition C4H8O3 in a non-equilibrium geometry. Source: the OMol25 dataset; level of theory: the ωB97M-V functional and the def2-TZVPD basis.

The geometry in XYZ format:
```
15
Properties=species:S:1:pos:R:3
O 0.37077 -1.00400 -0.34309
C 1.80884 -0.89692 -0.27510
C 1.70225 0.61096 -0.03078
C 0.29305 0.43693 -0.49730
O -0.40486 1.10689 -1.19266
C -1.97314 -0.12213 0.74891
O -2.75978 0.44621 -0.30581
H -0.94997 -0.99570 0.49128
H 2.15959 -1.17497 -1.26713
H 2.32684 -1.47423 0.49541
H 2.26793 1.27519 -0.67770
H 1.81663 0.86924 1.02080
H -2.69285 -0.75272 1.26182
H -1.77693 0.72088 1.46954
H -2.18836 0.95438 -0.89817
```

As for the HOMO energy: -9.143 eV. The frontier orbital gap comes out at 0.36023 Eh. The value obtained for the relative energy (zero: lowest compared OMol25 entry of this formula, charge and spin) is 94.92 kcal/mol.

***

(4)
The molecule C4H8O3. Source: the OMol25 dataset; level of theory: the ωB97M-V functional and the def2-TZVPD basis.

The geometry in XYZ format:
```
15
Properties=species:S:1:pos:R:3
C -0.91581 0.75700 -1.29754
C -0.70998 -0.42451 -0.36116
O 0.11123 -1.39609 -0.97080
C -0.01865 -0.02250 0.94782
O 0.33024 -1.25608 1.58941
C 1.27473 0.72370 0.67138
O 1.68083 1.62525 1.36489
H -1.34953 0.41412 -2.24050
H -1.59825 1.48810 -0.84934
H 0.02620 1.26552 -1.53255
H -1.69508 -0.85667 -0.11895
H 0.39472 -1.94265 -0.21535
H -0.66971 0.58848 1.58541
H 1.17878 -1.17005 2.04318
H 1.85899 0.32705 -0.18276
```

As for the HOMO energy: -9.886 eV. The frontier orbital gap comes out at 0.38089 Eh. The value obtained for the relative energy (zero: lowest compared OMol25 entry of this formula, charge and spin) is 37.45 kcal/mol. Its SMILES is C[C@@H](O)[C@@H](O)C=O.

***

(5)
A cluster of 2 separate species, C4H8O3 in total. Source: the OMol25 dataset; level of theory: the ωB97M-V functional and the def2-TZVPD basis.

The geometry in XYZ format:
```
15
Properties=species:S:1:pos:R:3
C -2.25756 -0.61935 -1.36396
O -0.99578 -0.77451 -0.71310
C -0.30666 0.36949 -0.59190
O -0.75911 1.46187 -0.81738
C 1.07683 0.10855 -0.02302
C 0.66528 -0.01385 1.42525
O 0.63561 0.91605 2.18885
H -2.94661 -0.03416 -0.75224
H -2.63248 -1.62917 -1.51837
H -2.10093 -0.10820 -2.31578
H 1.52505 -0.81464 -0.41032
H 1.69871 0.98204 -0.22041
H 0.28002 -1.01256 1.69863
H 3.28189 0.39690 1.47713
H 2.83573 0.77154 1.93664
```

As for the HOMO energy: -10.193 eV. The frontier orbital gap comes out at 0.39880 Eh. The value obtained for the relative energy (zero: lowest compared OMol25 entry of this formula, charge and spin) is 54.38 kcal/mol. Its SMILES is COC(=O)CC=O.[H][H].

***

(6)
A structure of composition C4H8O3Pb in a non-equilibrium geometry. Source: the OMol25 dataset; level of theory: the ωB97M-V functional and the def2-TZVPD basis.

The geometry in XYZ format:
```
16
Properties=species:S:1:pos:R:3
H -2.34950 -0.14102 1.98071
C -1.75754 1.68470 1.03170
H -1.33620 2.14553 1.93376
H -1.84680 2.34140 0.15621
C -2.46835 0.50188 1.10404
H -2.92817 0.09969 0.19905
H -3.06288 1.60452 1.41691
O 0.91884 0.97037 0.25598
C 1.44580 -0.09783 -0.26724
O 1.95333 -0.91668 0.50698
Pb 2.53173 -1.47544 2.38856
O 1.32150 -0.21839 -1.52802
C 1.81418 -1.42435 -2.17363
H 2.87741 -1.54496 -1.94442
H 1.22727 -2.27823 -1.82167
H 1.65938 -1.25118 -3.23890
```

As for the HOMO energy (alpha / beta): -23.676 / -23.593 eV. The frontier orbital gap (alpha / beta) comes out at 0.35014 / 0.28269 Eh. The value obtained for the relative energy (zero: lowest compared OMol25 entry of this formula, charge and spin) is 0.00 kcal/mol. The charge is +3. Its expectation value of S² is 0.7540. Its spin multiplicity is 2.

***

| no. | DFT total energy (eV) |
| --- | --- |
| 1 | -10418.077 |
| 2 | -10417.264 |
| 3 | -10416.887 |
| 4 | -10419.379 |
| 5 | -10418.646 |
| 6 | -15631.079 |